Entry 1:
ORCA calculation (ωB97M-V/def2-TZVPD) on C21H18ClN3O2Re as an isolated structure.

Structure (XYZ):
```
46
Properties=species:S:1:pos:R:3:lowdin_spin:R:1
Re 0.293 -0.139 -0.017 0.786
Cl -1.682 4.979 -0.901 -0.001
O 0.968 0.617 1.529 0.070
O 0.930 0.712 -1.651 0.044
N 0.379 -1.871 -1.043 0.006
N -0.705 -1.443 1.295 0.013
N -1.330 1.102 -0.325 -0.002
C 2.119 1.174 -3.623 -0.002
C -2.080 3.331 -0.681 0.000
C 2.942 -0.668 -4.983 -0.002
C 1.704 -1.127 -2.959 0.002
C -1.251 -2.609 0.588 0.004
C -3.658 1.550 -0.491 -0.001
C 1.583 0.260 -2.717 0.009
C -0.163 -0.386 3.402 0.003
C 1.096 -2.083 -2.133 0.015
C -2.608 0.679 -0.308 0.012
C -0.778 -1.391 2.580 -0.001
C 2.796 0.709 -4.727 0.006
C 0.271 0.493 5.608 0.002
C -3.399 2.899 -0.677 0.012
C -0.185 -3.075 -0.380 0.005
C 1.381 1.464 3.690 0.001
C 0.718 0.566 2.876 0.010
C 1.145 1.428 5.054 -0.001
C -1.065 2.408 -0.518 0.006
C -0.367 -0.413 4.790 0.000
C 2.398 -1.570 -4.117 0.003
H -0.028 2.711 -0.548 0.001
H 3.475 -1.001 -5.862 0.000
H -1.318 -2.185 3.094 0.000
H 3.229 1.423 -5.416 0.000
H -2.768 -0.374 -0.145 0.001
H 1.655 2.134 5.696 0.000
H 0.104 0.472 6.675 0.000
H -4.671 1.175 -0.484 0.000
H 2.011 2.231 -3.428 0.000
H 2.485 -2.634 -4.301 0.000
H 2.067 2.176 3.251 0.000
H -4.202 3.610 -0.817 0.000
H 0.615 -3.599 0.147 0.000
H -1.031 -1.157 5.212 0.000
H -1.523 -3.401 1.286 0.000
H 1.204 -3.124 -2.434 0.000
H -0.609 -3.744 -1.127 0.001
H -2.147 -2.311 0.040 0.001
```

Values from the calculation:
Charge ... +2
E_LUMO (spin up / spin down) ... -7.293 / -7.604 eV
Spin multiplicity ... 2
Highest occupied orbital energy (spin up / spin down) ... -0.54003 / -0.53583 Ha
Frontier orbital gap (spin up / spin down) ... 7.4 / 7.0 eV


Entry 2:
ORCA calculation (ωB97M-V/def2-TZVPD) on one molecule with the formula C21H18F3N5O2.

Structure (XYZ):
```
49
Properties=species:S:1:pos:R:3:mulliken_charge:R:1
F 3.448 2.098 -4.351 -0.283
F 2.999 2.077 -2.201 -0.218
F 4.398 0.621 -2.978 -0.275
O -3.706 -1.855 2.637 -0.423
O 3.155 -2.279 -3.956 -0.634
N 1.163 -1.365 1.053 -0.703
N -2.421 0.573 1.862 0.684
N 3.512 -3.222 0.312 -0.419
N 2.024 -0.808 -2.510 -0.076
N 4.242 -4.082 -0.449 -0.606
C -3.104 -1.012 3.666 -0.628
C 3.236 1.295 -3.267 1.000
C -1.857 1.807 1.443 -0.260
C 3.836 -4.032 -1.696 -0.582
C 0.129 0.674 0.351 -0.005
C 1.716 -1.499 -0.145 0.432
C -2.524 3.008 1.696 -0.318
C -2.946 -0.385 0.846 -0.589
C -0.649 1.842 0.667 0.297
C 2.653 -3.154 -1.791 0.860
C -0.826 4.267 0.524 -0.674
C 2.665 -2.598 -0.444 -0.171
C 1.447 -0.617 -1.237 1.004
C 2.707 -2.052 -2.832 0.281
C 2.107 0.304 -3.536 -1.295
C 0.361 -0.316 1.329 -0.508
C 0.587 0.472 -0.939 -0.399
C -0.145 3.096 0.265 -0.637
C -2.974 -1.786 1.380 -0.589
C -2.028 4.233 1.247 -0.751
C -3.075 0.488 3.185 -0.722
H 2.252 -0.080 -4.537 0.471
H -3.409 -2.461 0.649 0.374
H 0.294 1.165 -1.747 0.385
H 1.767 -3.774 -1.952 0.499
H 0.814 3.191 -0.255 0.492
H 4.208 -4.649 -2.493 0.472
H -0.025 -0.213 2.343 0.545
H -2.584 1.145 3.915 0.407
H -2.084 -1.379 3.838 0.303
H -1.938 -2.078 1.550 0.309
H -2.403 -0.433 -0.081 0.314
H -2.521 5.142 1.527 0.409
H -3.441 3.002 2.276 0.406
H 1.118 0.822 -3.628 0.373
H -3.706 -1.146 4.562 0.345
H -4.125 0.825 3.167 0.379
H -0.389 5.213 0.185 0.379
H -3.957 -0.084 0.552 0.345
```

Values from the calculation:
Charge ... 0
E_LUMO ... -0.631 eV
Highest occupied orbital energy ... -0.30253 Ha
ΔE to the lowest compared entry with this formula, charge and spin ... 192.42 kJ/mol
Frontier orbital gap ... 7.6 eV
SMILES ... O=C1[C@H]2C=NN=C2c2ncc(-c3ccccc3N3CCOCC3)cc2N1CC(F)(F)F


Entry 3:
ORCA calculation (ωB97M-V/def2-TZVPD) on a 2-piece molecular cluster, C21H18FN2 overall.

Structure (XYZ):
```
42
Properties=species:S:1:pos:R:3:mulliken_charge:R:1
F -1.600 0.110 -6.147 -0.292
N -2.084 0.109 2.764 -0.053
N -0.782 -0.821 1.220 -0.735
C -0.452 -2.348 5.077 -0.588
C -3.182 0.727 -4.489 -0.459
C -0.533 -1.455 2.424 0.546
C 3.452 2.089 -0.548 -0.726
C 2.072 2.073 -0.626 -0.407
C -1.717 0.102 1.443 -0.086
C -3.429 1.214 -3.195 -0.676
C 3.590 1.457 -2.885 -0.874
C 2.201 1.455 -2.984 -0.105
C 0.361 -2.947 4.097 0.803
C 1.283 -4.073 4.453 -1.312
C 0.321 -2.501 2.768 -0.557
C -2.383 1.543 -2.353 -0.562
C 1.390 1.739 -1.842 0.947
C -1.014 1.389 -2.747 1.334
C -1.327 -1.295 4.754 -0.979
C -1.853 0.581 -4.877 0.200
C 4.226 1.772 -1.677 -0.287
C -0.771 0.876 -4.060 -0.606
C -0.031 1.742 -1.786 -0.260
C -1.353 -0.871 3.432 0.566
H 1.741 1.246 -3.944 0.298
H -2.775 0.720 3.187 0.187
H 4.187 1.214 -3.766 0.407
H 0.937 -2.944 1.984 0.381
H -2.577 1.932 -1.351 0.351
H -4.455 1.335 -2.852 0.401
H 0.233 0.698 -4.426 0.446
H 5.312 1.778 -1.610 0.407
H -0.446 2.093 -0.835 0.233
H 1.457 2.316 0.243 0.336
H 3.934 2.349 0.395 0.395
H -3.993 0.469 -5.163 0.467
H 1.213 -4.305 5.520 0.355
H -1.970 -0.815 5.496 0.343
H 1.041 -4.978 3.882 0.308
H -2.162 0.770 0.706 0.232
H -0.388 -2.724 6.101 0.314
H 2.325 -3.821 4.218 0.308
```

Values from the calculation:
Charge ... +1
E_LUMO ... -6.085 eV
Highest occupied orbital energy ... -0.38661 Ha
ΔE to the lowest compared entry with this formula, charge and spin ... 0.00 kJ/mol
Frontier orbital gap ... 4.4 eV


These records have max |F| values of 0.51 3.09 2.39 eV/A, in the order they appear.